(1)
ORCA calculation (ωB97M-V/def2-TZVPD) on the ion C8H14 with charge +1 in a non-equilibrium geometry.

Positions of all 22 atoms, in Å:
C1 -1.485 0.950 1.802
C2 -0.355 1.401 0.865
C3 -0.562 1.057 -0.605
C4 0.544 0.244 -1.021
C5 0.636 -1.097 -0.725
C6 -0.318 -1.969 -0.187
C7 0.073 -3.156 0.318
C8 1.721 1.004 -1.605
H1 -2.317 0.593 1.207
H2 -1.139 0.178 2.490
H3 -1.773 1.855 2.402
H4 -0.348 2.460 1.113
H5 0.623 0.989 1.210
H6 -0.905 1.870 -1.262
H7 -1.619 0.483 -0.864
H8 1.512 -1.518 -1.441
H9 -1.280 -1.690 -0.087
H10 1.108 -3.560 0.311
H11 -0.428 -3.848 0.767
H12 2.062 1.626 -0.648
H13 1.519 1.609 -2.425
H14 2.729 0.518 -1.613

Summary:
⟨S²⟩: 0.775
HOMO level (spin up / spin down): -0.522 / -0.552 hartree
spin multiplicity: 2
relative energy (zero: lowest compared OMol25 entry of this formula, charge and spin): 54.7 kcal/mol
charge: +1

The molecule's Löwdin atomic charges, reported in e, are given here:
1. C -0.085
2. C -0.226
3. C -0.182
4. C -0.229
5. C 0.015
6. C -0.067
7. C 0.192
8. C 0.012
9. H 0.065
10. H 0.075
11. H 0.098
12. H 0.116
13. H 0.126
14. H 0.137
15. H 0.182
16. H 0.197
17. H 0.084
18. H 0.121
19. H 0.026
20. H 0.162
21. H 0.075
22. H 0.107

=====

(2)
ORCA calculation (ωB97M-V/def2-TZVPD) on a cluster of 3 separate species, C8H14Br4O3 in total in a non-equilibrium geometry.

Positions of all 29 atoms, in Å:
Br1 6.849 3.653 -2.042
C1 6.002 4.685 -0.555
C2 6.013 3.736 0.674
Br2 4.441 2.608 0.789
H1 4.984 4.959 -0.830
H2 6.586 5.576 -0.322
H3 5.830 4.289 1.596
H4 6.921 3.197 0.945
Br3 1.221 -2.753 -0.736
C3 2.996 -2.554 -1.864
C4 3.622 -3.837 -2.262
Br4 5.517 -3.524 -3.022
H5 3.722 -2.168 -1.148
H6 2.887 -1.774 -2.618
H7 2.955 -4.240 -3.024
H8 3.797 -4.468 -1.391
C5 -5.794 -0.325 2.871
C6 -5.211 -0.274 1.446
C7 -5.334 -1.548 0.606
O1 -5.748 -1.143 -0.582
C8 -6.341 0.087 -0.481
O2 -7.240 0.606 -1.258
O3 -5.950 0.616 0.632
H9 -5.712 0.590 3.458
H10 -5.351 -1.123 3.468
H11 -6.863 -0.467 2.714
H12 -4.147 -0.048 1.375
H13 -6.174 -2.136 0.976
H14 -4.475 -2.220 0.585

Summary:
HOMO level: -0.376 hartree
relative energy (zero: lowest compared OMol25 entry of this formula, charge and spin): 49.3 kcal/mol
SMILES string: C[C@H]1COC(=O)O1.BrCCBr.BrCCBr
charge: 0

The molecule's Löwdin atomic charges, reported in e, are given here:
1. Br 0.558
2. C -0.619
3. C -0.730
4. Br 0.600
5. H 0.047
6. H 0.058
7. H 0.030
8. H 0.056
9. Br 0.463
10. C -0.599
11. C -0.610
12. Br 0.528
13. H 0.038
14. H 0.064
15. H 0.061
16. H 0.055
17. C -0.004
18. C -0.288
19. C -0.186
20. O 0.074
21. C -0.461
22. O 0.062
23. O 0.107
24. H 0.082
25. H 0.088
26. H 0.091
27. H 0.152
28. H 0.137
29. H 0.145

=====

(3)
ORCA calculation (ωB97M-V/def2-TZVPD) on the molecule C8H14BrOP in a non-equilibrium geometry.

Positions of all 25 atoms, in Å:
C1 -0.035 1.036 -0.720
C2 -1.042 0.278 -1.071
C3 -4.243 -1.103 -1.857
C4 2.409 1.122 -0.272
C5 0.586 0.798 1.613
C6 0.902 2.979 0.500
C7 -2.736 -1.250 -1.609
C8 0.973 1.428 0.264
O1 -2.257 -0.187 -0.786
P1 -0.191 0.507 -2.632
Br1 0.979 -1.428 -2.875
H1 -4.373 -0.229 -2.560
H2 -4.539 -1.966 -2.470
H3 -4.925 -1.172 -0.957
H4 3.131 1.621 0.479
H5 2.553 -0.030 -0.203
H6 2.414 1.718 -1.178
H7 -0.068 1.353 2.203
H8 1.411 0.697 2.326
H9 0.061 -0.169 1.356
H10 0.922 3.606 -0.349
H11 1.625 3.273 1.152
H12 -0.099 3.119 1.087
H13 -2.145 -1.296 -2.496
H14 -2.582 -2.287 -1.090

Summary:
⟨S²⟩: 2.010
HOMO level (spin up / spin down): -0.169 / -0.332 hartree
spin multiplicity: 3
relative energy (zero: lowest compared OMol25 entry of this formula, charge and spin): 4.1 kcal/mol
charge: 0

The molecule's Löwdin atomic charges, reported in e, are given here:
1. C -0.249
2. C -0.549
3. C -0.076
4. C -0.058
5. C -0.043
6. C -0.042
7. C -0.259
8. C -0.601
9. O -0.031
10. P 0.599
11. Br 0.090
12. H 0.095
13. H 0.072
14. H 0.096
15. H 0.101
16. H 0.109
17. H 0.068
18. H 0.047
19. H 0.090
20. H 0.106
21. H 0.067
22. H 0.039
23. H 0.119
24. H 0.052
25. H 0.157

=====

(4)
ORCA calculation (ωB97M-V/def2-TZVPD) on a cluster of 2 separate species, C8H14ClN in total in a non-equilibrium geometry.

Positions of all 24 atoms, in Å:
C1 1.888 -0.587 1.753
C2 -0.800 1.742 0.927
C3 -1.217 0.190 -1.824
C4 1.205 0.486 -1.121
C5 -0.011 -1.670 -0.770
C6 0.635 -0.531 2.366
C7 -0.793 0.250 0.652
C8 -0.290 -0.178 -0.701
N1 2.801 -0.906 1.091
Cl1 0.412 0.538 3.760
H1 -1.266 1.905 1.902
H2 0.187 2.265 0.829
H3 -1.609 2.211 0.208
H4 -2.231 -0.157 -1.630
H5 -1.181 1.215 -1.880
H6 -0.927 -0.394 -2.729
H7 1.286 1.548 -1.040
H8 1.301 -0.086 -2.108
H9 2.041 0.029 -0.587
H10 0.893 -1.973 -0.323
H11 0.196 -1.979 -1.843
H12 -0.885 -2.292 -0.498
H13 0.064 -1.406 2.548
H14 -1.700 -0.218 1.017

Summary:
HOMO level: -0.321 hartree
relative energy (zero: lowest compared OMol25 entry of this formula, charge and spin): 49.6 kcal/mol
charge: 0

The molecule's Löwdin atomic charges, reported in e, are given here:
1. C -0.323
2. C -0.119
3. C -0.066
4. C -0.013
5. C -0.084
6. C -0.553
7. C -0.089
8. C -0.578
9. N 0.157
10. Cl 0.586
11. H 0.045
12. H 0.093
13. H 0.124
14. H 0.093
15. H 0.050
16. H 0.103
17. H 0.056
18. H 0.099
19. H 0.013
20. H 0.044
21. H 0.100
22. H 0.097
23. H 0.052
24. H 0.115

=====

(5)
ORCA calculation (ωB97M-V/def2-TZVPD) on a cluster of 2 separate species, C8H14ClN5 in total in a non-equilibrium geometry.

Positions of all 28 atoms, in Å:
C1 -3.795 -0.433 -0.030
C2 -3.035 1.619 -0.363
C3 -1.559 -0.058 0.029
C4 2.770 2.333 -1.093
C5 0.473 -1.853 1.937
C6 1.251 -2.213 -0.434
C7 1.403 1.656 -0.894
C8 0.082 -1.808 0.460
N1 -4.101 0.833 -0.285
N2 -2.608 -0.943 0.127
N3 -1.792 1.257 -0.205
N4 -0.358 -0.516 0.088
N5 1.442 0.939 0.335
Cl1 0.973 1.825 1.652
H1 -4.625 -1.128 0.053
H2 -3.214 2.666 -0.572
H3 3.550 1.580 -1.145
H4 2.758 2.906 -2.015
H5 2.983 2.999 -0.262
H6 1.309 -1.178 2.105
H7 -0.364 -1.541 2.560
H8 0.765 -2.862 2.217
H9 2.059 -1.499 -0.295
H10 0.951 -2.205 -1.479
H11 1.600 -3.208 -0.174
H12 0.604 2.404 -0.931
H13 1.253 0.917 -1.686
H14 -0.774 -2.487 0.297

Summary:
HOMO level (spin up / spin down): -0.333 / -0.318 hartree
relative energy (zero: lowest compared OMol25 entry of this formula, charge and spin): 25.5 kcal/mol
charge: 0

The molecule's Löwdin atomic charges, reported in e, are given here:
1. C -0.233
2. C -0.226
3. C -0.417
4. C -0.090
5. C -0.055
6. C -0.061
7. C -0.407
8. C -0.448
9. N 0.075
10. N 0.142
11. N 0.130
12. N 0.143
13. N -0.416
14. Cl 0.673
15. H 0.108
16. H 0.107
17. H 0.071
18. H 0.074
19. H 0.060
20. H 0.057
21. H 0.079
22. H 0.078
23. H 0.062
24. H 0.077
25. H 0.076
26. H 0.088
27. H 0.110
28. H 0.144

=====

(6)
ORCA calculation (ωB97M-V/def2-TZVPD) on a structure of composition C8H14CrN3O3S in a non-equilibrium geometry.

Positions of all 30 atoms, in Å:
C1 -1.115 -1.925 -2.336
Cr1 -1.368 0.028 -1.830
N1 -0.867 2.073 -1.456
N2 -0.725 0.554 -3.770
H1 0.117 2.277 -1.625
H2 -2.688 0.839 -1.587
H3 -1.563 -2.549 -1.547
H4 -0.063 -2.211 -2.460
H5 -1.676 -2.180 -3.253
H6 0.232 0.913 -3.713
H7 -1.287 1.268 -4.245
H8 -0.671 -0.236 -4.419
H9 -1.397 2.774 -1.981
H10 -1.040 2.267 -0.456
O1 -2.292 -0.703 1.707
S1 -1.256 0.240 1.391
O2 -1.570 1.664 1.406
N3 -0.492 -0.150 -0.065
C2 0.843 -0.491 0.012
O3 1.529 -0.673 -1.011
C3 1.259 -0.508 1.425
C4 2.517 -0.829 1.954
C5 2.730 -0.670 3.326
C6 1.690 -0.184 4.156
C7 0.435 0.116 3.616
C8 0.249 -0.061 2.257
H11 3.296 -1.197 1.288
H12 3.699 -0.909 3.782
H13 1.871 -0.027 5.227
H14 -0.399 0.488 4.208

Summary:
⟨S²⟩: 6.082
HOMO level (spin up / spin down): -0.019 / -0.173 hartree
spin multiplicity: 5
charge: -1

The molecule's Löwdin atomic charges, reported in e, are given here:
1. C -0.278
2. Cr 0.574
3. N -0.048
4. N -0.003
5. H 0.066
6. H -0.044
7. H -0.011
8. H -0.011
9. H -0.035
10. H 0.072
11. H 0.064
12. H 0.064
13. H 0.052
14. H 0.031
15. O -0.323
16. S 0.645
17. O -0.371
18. N -0.243
19. C -0.554
20. O -0.064
21. C -0.199
22. C -0.054
23. C -0.140
24. C -0.158
25. C -0.098
26. C -0.290
27. H 0.100
28. H 0.079
29. H 0.072
30. H 0.104

=====

(7)
ORCA calculation (ωB97M-V/def2-TZVPD) on a structure of composition C8H14MnN2P in a non-equilibrium geometry.

Positions of all 26 atoms, in Å:
C1 -0.509 0.838 -3.195
C2 -1.320 1.954 -2.981
C3 -0.512 3.102 -2.698
C4 0.871 2.731 -2.726
C5 0.994 1.369 -3.011
Mn1 1.105 -1.985 -1.083
P1 0.085 -4.129 -1.126
H1 -0.785 -0.182 -3.443
H2 -2.409 1.955 -3.023
H3 -0.889 4.102 -2.493
H4 1.885 0.756 -3.103
H5 1.704 3.409 -2.544
H6 0.865 -5.202 -1.675
H7 -1.124 -4.228 -1.894
H8 -0.313 -4.667 0.143
C6 0.613 1.226 3.300
N1 0.141 -0.113 2.898
C7 -0.747 -0.842 3.823
C8 0.409 -0.598 1.729
N2 0.643 -1.108 0.699
H9 0.427 1.321 4.373
H10 0.073 2.018 2.761
H11 1.686 1.328 3.095
H12 -1.792 -0.806 3.481
H13 -0.436 -1.892 3.897
H14 -0.664 -0.357 4.798

Summary:
⟨S²⟩: 6.076
HOMO level (spin up / spin down): -0.179 / -0.179 hartree
spin multiplicity: 5
relative energy (zero: lowest compared OMol25 entry of this formula, charge and spin): 18.1 kcal/mol
charge: 0

The molecule's Löwdin atomic charges, reported in e, are given here:
1. C -0.187
2. C -0.240
3. C -0.196
4. C -0.240
5. C -0.189
6. Mn 0.399
7. P 0.626
8. H 0.012
9. H 0.063
10. H 0.058
11. H 0.006
12. H 0.062
13. H -0.120
14. H -0.103
15. H -0.117
16. C -0.014
17. N -0.185
18. C -0.019
19. C -0.245
20. N 0.069
21. H 0.083
22. H 0.103
23. H 0.099
24. H 0.098
25. H 0.095
26. H 0.084

=====

(8)
ORCA calculation (ωB97M-V/def2-TZVPD) on the ion C8H14N with charge +1 in a non-equilibrium geometry.

Positions of all 23 atoms, in Å:
C1 0.064 -1.136 1.265
C2 0.264 -0.151 0.354
C3 -1.280 -1.168 0.221
C4 -1.021 0.372 -0.123
C5 -1.856 1.352 0.667
C6 -1.044 0.513 -1.623
C7 1.953 -1.234 -1.123
C8 1.624 0.008 -0.334
N1 -1.315 -1.246 1.697
H1 0.686 -1.862 1.564
H2 -1.344 2.379 0.629
H3 -1.656 1.168 1.819
H4 -2.949 1.310 0.485
H5 -2.037 0.625 -1.819
H6 -0.729 -0.369 -2.100
H7 -0.533 1.475 -1.934
H8 1.872 -2.051 -0.499
H9 2.963 -1.232 -1.479
H10 1.259 -1.238 -2.054
H11 1.476 0.946 -0.964
H12 2.450 0.107 0.392
H13 -1.598 -2.107 2.034
H14 -1.580 -0.401 2.119

Summary:
HOMO level: -0.499 hartree
relative energy (zero: lowest compared OMol25 entry of this formula, charge and spin): 88.6 kcal/mol
SMILES string: CC[C@]12[C@H]3[NH2+][C@]31C2(C)C
charge: +1

The molecule's Löwdin atomic charges, reported in e, are given here:
1. C -0.008
2. C -0.153
3. C 0.120
4. C -0.460
5. C 0.006
6. C -0.008
7. C -0.067
8. C -0.144
9. N 0.146
10. H 0.129
11. H 0.133
12. H 0.112
13. H 0.115
14. H 0.064
15. H 0.073
16. H 0.134
17. H 0.050
18. H 0.083
19. H 0.122
20. H 0.142
21. H 0.139
22. H 0.163
23. H 0.111

=====

(9)
ORCA calculation (ωB97M-V/def2-TZVPD) on the ion C8H14N with charge +1 in a non-equilibrium geometry.

Positions of all 23 atoms, in Å:
C1 -1.240 -1.027 2.256
C2 -1.418 0.501 -0.597
C3 -0.249 -0.536 -1.344
C4 -0.420 0.607 0.642
C5 0.581 -0.379 -0.051
C6 0.444 -0.007 -2.658
C7 -0.088 1.827 1.379
C8 1.887 -1.057 0.128
N1 -0.626 -0.655 1.243
H1 -1.200 -2.074 2.507
H2 -1.526 -0.406 3.058
H3 -1.385 1.460 -1.193
H4 -2.416 0.082 -0.285
H5 -0.572 -1.494 -1.600
H6 0.921 1.005 -2.463
H7 -0.307 0.261 -3.458
H8 1.021 -0.927 -3.019
H9 -0.879 2.451 1.376
H10 0.809 2.422 1.101
H11 0.140 1.566 2.442
H12 2.589 -0.277 0.487
H13 2.197 -1.577 -0.840
H14 1.738 -1.765 0.888

Summary:
⟨S²⟩: 2.009
HOMO level (spin up / spin down): -0.390 / -0.542 hartree
spin multiplicity: 3
relative energy (zero: lowest compared OMol25 entry of this formula, charge and spin): 79.2 kcal/mol
charge: +1

The molecule's Löwdin atomic charges, reported in e, are given here:
1. C 0.103
2. C 0.046
3. C -0.205
4. C -0.365
5. C -0.171
6. C -0.049
7. C 0.041
8. C 0.006
9. N 0.082
10. H 0.111
11. H 0.105
12. H 0.131
13. H 0.131
14. H 0.116
15. H 0.102
16. H 0.094
17. H 0.105
18. H 0.064
19. H 0.125
20. H 0.119
21. H 0.113
22. H 0.127
23. H 0.068

=====

(10)
ORCA calculation (ωB97M-V/def2-TZVPD) on a cluster of 2 separate species, C8H14N2O in total.

Positions of all 25 atoms, in Å:
O1 -0.142 1.935 0.608
C1 2.465 0.582 0.882
C2 2.729 2.094 1.125
C3 1.224 0.241 1.730
C4 1.609 2.564 2.075
C5 0.480 1.569 1.848
H1 -0.784 1.231 0.379
H2 2.254 0.402 -0.190
H3 3.333 -0.044 1.164
H4 2.672 2.649 0.168
H5 3.730 2.276 1.560
H6 0.598 -0.558 1.287
H7 1.520 -0.087 2.745
H8 1.279 3.604 1.889
H9 1.932 2.497 3.131
H10 -0.268 1.574 2.667
N1 -2.734 -1.469 -1.576
C6 -1.861 -1.647 -2.555
C7 -3.642 -2.492 -1.714
C8 -3.314 -3.294 -2.786
N2 -2.174 -2.738 -3.310
H11 -0.992 -1.021 -2.761
H12 -4.487 -2.600 -1.034
H13 -3.776 -4.185 -3.211
H14 -1.652 -3.080 -4.121

Summary:
HOMO level: -0.329 hartree
relative energy (zero: lowest compared OMol25 entry of this formula, charge and spin): 2.4 kcal/mol
SMILES string: c1c[nH]cn1.OC1CCCC1
charge: 0

The molecule's Löwdin atomic charges, reported in e, are given here:
1. O -0.046
2. C -0.187
3. C -0.184
4. C -0.159
5. C -0.159
6. C -0.405
7. H 0.102
8. H 0.105
9. H 0.103
10. H 0.108
11. H 0.103
12. H 0.115
13. H 0.118
14. H 0.119
15. H 0.118
16. H 0.143
17. N 0.030
18. C -0.218
19. C -0.178
20. C -0.122
21. N 0.022
22. H 0.115
23. H 0.095
24. H 0.106
25. H 0.155